Entry 1:
Formula: C35H19CrN8OS5
Source: the Open Molecules 2025 dataset
Level of theory: wB97M-V/def2-TZVPD

XYZ file:
```
69
Properties=species:S:1:pos:R:3:nbo_charge:R:1
Cr -0.36 0.65 -0.25 0.882
C 1.67 -3.61 4.39 -0.207
C 0.47 -4.26 4.12 -0.217
C -0.36 -3.84 3.09 -0.205
C 0.05 -2.75 2.36 -0.009
C -0.56 -2.02 1.23 0.441
N -1.59 -2.49 0.58 -0.494
C -2.03 -1.94 -0.55 0.411
C -3.05 -2.58 -1.38 -0.100
C -3.71 -3.79 -1.27 -0.170
C -4.62 -4.13 -2.27 -0.238
C -4.86 -3.26 -3.35 -0.226
C -4.19 -2.05 -3.45 -0.208
C -3.29 -1.71 -2.45 0.002
C -2.41 -0.57 -2.26 0.339
N -2.38 0.46 -3.07 -0.432
C -1.48 1.43 -2.99 0.355
N -0.43 1.50 -2.13 -0.536
C 0.43 2.45 -2.57 0.341
N 1.69 2.63 -2.18 -0.444
C 2.26 1.92 -1.24 0.372
N 1.67 1.01 -0.38 -0.547
C 2.60 0.53 0.45 0.431
N 2.47 -0.34 1.45 -0.476
C 1.35 -1.00 1.66 0.497
N 0.20 -0.94 0.93 -0.597
C 1.25 -2.10 2.63 -0.077
C 2.09 -2.53 3.64 -0.144
C 3.90 1.13 0.14 -0.094
C 5.16 0.94 0.68 -0.161
C 6.21 1.66 0.11 -0.231
C 6.00 2.53 -0.96 -0.222
C 4.73 2.71 -1.49 -0.208
C 3.68 2.00 -0.92 0.000
C -0.16 3.14 -3.70 -0.013
C 0.26 4.23 -4.47 -0.200
C -0.56 4.65 -5.50 -0.234
C -1.78 4.00 -5.77 -0.234
C -2.19 2.91 -5.01 -0.174
C -1.36 2.49 -3.97 -0.086
N -1.69 -0.76 -1.10 -0.529
H 2.28 -3.94 5.23 0.208
H 0.17 -5.10 4.74 0.197
H -1.30 -4.33 2.87 0.217
H -3.52 -4.45 -0.44 0.222
H -5.15 -5.07 -2.22 0.198
H -5.57 -3.55 -4.11 0.197
H -4.37 -1.37 -4.28 0.220
H 3.00 -1.99 3.86 0.250
H 5.31 0.27 1.51 0.232
H 7.21 1.54 0.51 0.201
H 6.84 3.07 -1.38 0.198
H 4.55 3.39 -2.32 0.220
H 1.19 4.73 -4.25 0.219
H -0.28 5.50 -6.10 0.197
H -2.40 4.36 -6.57 0.197
H -3.12 2.40 -5.21 0.218
S -2.75 4.01 1.55 -0.176
C -1.85 2.72 1.07 -0.476
S -0.12 2.59 1.14 -0.069
S -2.45 1.20 0.45 -0.074
C -1.22 -0.92 6.98 -0.269
O 0.16 -0.61 6.95 -0.558
C 0.75 -0.10 5.81 0.000
S 2.42 0.09 5.99 -0.373
S -0.16 0.22 4.43 -0.299
H -1.32 -1.94 7.34 0.160
H -1.68 -0.81 6.00 0.222
H -1.71 -0.24 7.69 0.162
```

<S²>: 3.9656
Gap between HOMO and LUMO (alpha / beta) in eV: 4.61 / 4.55
Total charge: -2
2S+1: 4
HOMO (alpha / beta) in eV: -1.663 / -1.664
ΔE to the lowest compared entry with this formula, charge and spin in eV: 0.000

=====

Entry 2:
Formula: C35H20F15GeI2N2S3Sn
Source: the Open Molecules 2025 dataset
Level of theory: wB97M-V/def2-TZVPD

XYZ file:
```
79
Properties=species:S:1:pos:R:3:nbo_charge:R:1
Sn -1.86 1.76 1.64 1.104
C -2.73 0.22 -1.23 -0.443
N -2.87 1.64 -0.86 -0.526
C -1.99 2.51 -1.64 -0.238
C -0.53 2.30 -1.27 -0.242
N -0.24 2.81 0.08 -0.561
C 1.11 2.35 0.50 -0.440
C -0.35 4.25 0.26 0.192
C -0.21 5.13 -0.80 -0.279
C -0.29 6.50 -0.61 -0.220
C -0.51 6.99 0.67 -0.215
C -0.65 6.12 1.73 -0.220
C -0.58 4.74 1.56 -0.177
S -0.75 3.66 2.95 -0.418
C -4.24 2.09 -0.93 0.191
C -5.01 1.82 -2.06 -0.243
C -6.32 2.24 -2.15 -0.244
C -6.88 2.96 -1.10 -0.212
C -6.12 3.25 0.02 -0.214
C -4.78 2.83 0.13 -0.193
S -3.86 3.31 1.54 -0.394
H -2.71 0.09 -2.32 0.172
H -1.82 -0.20 -0.81 0.254
H -3.57 -0.34 -0.82 0.221
H -2.12 2.32 -2.72 0.186
H -2.28 3.54 -1.45 0.227
H -0.29 1.24 -1.24 0.249
H 0.12 2.75 -2.02 0.192
H 1.86 2.76 -0.19 0.184
H 1.31 2.70 1.50 0.233
H 1.13 1.26 0.48 0.252
H -0.04 4.75 -1.80 0.209
H -0.19 7.17 -1.45 0.205
H -0.59 8.06 0.83 0.207
H -0.84 6.50 2.73 0.220
H -4.57 1.25 -2.87 0.208
H -6.91 2.01 -3.03 0.206
H -7.91 3.29 -1.15 0.206
H -6.54 3.81 0.84 0.217
I -3.81 -1.76 2.76 0.145
C -1.84 -1.96 3.51 -0.726
I -1.20 -0.37 4.74 0.173
H -1.16 -1.99 2.66 0.266
H -1.81 -2.86 4.11 0.224
F 2.12 0.15 -1.73 -0.311
C 3.18 -0.66 -1.77 0.414
C 3.23 -1.82 -1.02 -0.554
C 4.38 -2.59 -1.15 0.407
F 4.51 -3.73 -0.46 -0.315
C 5.43 -2.23 -1.97 0.238
F 6.53 -2.99 -2.07 -0.293
C 5.35 -1.06 -2.69 0.286
F 6.35 -0.69 -3.49 -0.291
C 4.22 -0.27 -2.59 0.242
F 4.15 0.86 -3.30 -0.295
Ge 1.78 -2.46 0.18 1.370
S 0.09 -1.26 0.58 -0.884
C 2.63 -2.89 1.93 -0.543
C 1.90 -3.63 2.84 0.412
F 0.75 -4.21 2.48 -0.313
C 2.30 -3.83 4.15 0.242
F 1.57 -4.56 5.00 -0.293
C 3.48 -3.25 4.59 0.287
F 3.88 -3.43 5.85 -0.290
C 4.23 -2.49 3.72 0.239
F 5.37 -1.93 4.14 -0.294
C 3.80 -2.32 2.41 0.403
F 4.58 -1.55 1.63 -0.321
C 1.38 -4.17 -0.76 -0.552
C 0.76 -4.06 -2.00 0.405
F 0.56 -2.85 -2.55 -0.308
C 0.33 -5.15 -2.72 0.238
F -0.26 -5.00 -3.91 -0.294
C 0.52 -6.42 -2.21 0.285
F 0.11 -7.49 -2.89 -0.291
C 1.14 -6.57 -0.99 0.237
F 1.35 -7.81 -0.50 -0.294
C 1.57 -5.46 -0.29 0.410
F 2.20 -5.69 0.87 -0.317
```

Gap between HOMO and LUMO in eV: 7.11
Total charge: -1
HOMO in eV: -5.080

=====

> What is the formula in the first record?

C35H19CrN8OS5